Entry 1:
{"formula": "C3H7ClNO2S", "method": "ωB97M-V/def2-TZVPD", "energy_ha": -1182.049624, "de_lowest_kj_mol": 257.4, "total_charge": -1, "e_homo_ev": -3.7, "symbols": ["Cl", "S", "O", "O", "N", "C", "C", "C", "H", "H", "H", "H", "H", "H", "H"], "coordinates": [[-0.95051, 1.42129, 2.89226], [-1.50097, -1.09103, 1.99710], [-1.01492, -2.42504, 1.60131], [-2.52875, -0.72191, 1.09860], [1.33821, 0.64466, -1.46826], [-0.18295, -0.03270, 2.26703], [1.36360, 1.78776, -0.86276], [0.83306, -0.49038, -0.71898], [0.69497, -0.21728, 0.31835], [-0.10058, -0.80591, -1.08040], [-2.11980, -1.40011, 3.18448], [0.53201, -0.52307, 2.95313], [1.38236, -1.41672, -0.95428], [1.02851, 1.94415, 0.17285], [1.82750, 2.78709, -1.23382]], "forces_ev_per_angstrom": [[0.102, 1.084, 0.668], [1.982, -3.838, 0.200], [0.962, 0.520, 0.791], [-1.747, 2.377, -0.941], [0.598, 2.513, 0.175], [-0.828, -1.036, -0.146], [0.632, -0.326, -0.309], [0.828, 0.135, -0.179], [0.236, -0.608, 0.331], [-1.774, 0.129, -0.646], [-0.115, 0.599, 0.106], [-0.542, 0.410, -0.144], [0.621, 0.576, 0.502], [-0.189, -0.499, -0.051], [-0.765, -2.034, -0.356]], "lowdin_charge": [0.393, 0.407, -0.458, -0.404, -0.095, -0.868, -0.098, -0.171, -0.003, 0.055, 0.032, 0.013, 0.079, 0.050, 0.069]}

=====

Entry 2:
{"formula": "C30H36CrN9O8PS2", "method": "ωB97M-V/def2-TZVPD", "multiplicity": 2, "energy_ha": -4441.419380, "total_charge": 1, "e_homo_ev": [-10.1, -10.1], "symbols": ["Cr", "S", "S", "P", "O", "O", "O", "O", "O", "O", "O", "O", "N", "N", "N", "N", "N", "N", "N", "N", "N", "C", "C", "C", "C", "C", "C", "C", "C", "C", "C", "C", "C", "C", "C", "C", "C", "C", "C", "C", "C", "C", "C", "C", "C", "C", "C", "C", "C", "C", "C", "H", "H", "H", "H", "H", "H", "H", "H", "H", "H", "H", "H", "H", "H", "H", "H", "H", "H", "H", "H", "H", "H", "H", "H", "H", "H", "H", "H", "H", "H", "H", "H", "H", "H", "H", "H"], "coordinates": [[-0.97338, 0.12249, 0.23509], [-2.39281, -1.64063, -0.55633], [-4.61607, 0.99672, -1.61926], [0.49199, 1.83955, 1.16498], [0.72231, -2.40104, 5.58508], [6.03772, -4.37161, 3.15635], [1.94773, -1.08476, -0.31405], [-2.99962, 3.46309, 1.00294], [2.53936, -3.29611, 6.29637], [5.81370, -3.84385, 1.08490], [0.16999, -1.15307, 1.03355], [-1.96013, 1.69057, 0.12506], [-0.18152, 0.40818, -1.66592], [1.81910, -2.89408, 5.41628], [-0.03015, -0.80249, -2.42334], [-2.15702, -0.23126, 2.02905], [-6.92299, 0.87030, -2.87020], [-3.56579, -3.35462, 1.06446], [5.42529, -3.90154, 2.22745], [-5.25750, -0.53258, -3.73006], [-2.65403, -1.54645, 2.10024], [2.50438, 4.80070, -1.73354], [0.78692, -1.97166, -4.32669], [2.14682, -2.17966, 1.77622], [1.35820, 2.98138, 0.04564], [1.62179, -2.26370, 3.05483], [1.61417, 1.39903, 2.52063], [0.65371, 3.41313, -1.08390], [-0.44885, 0.18293, -4.61940], [-6.13511, -0.92374, -4.61663], [1.15981, 1.33394, 3.83924], [2.63023, 3.49406, 0.28578], [-2.05210, 2.73909, 0.94753], [-7.82736, 0.46661, -3.78532], [3.61100, -3.41612, 3.81008], [3.29278, 0.49206, 4.56657], [1.98976, 0.87561, 4.85357], [-0.82911, 2.90735, 1.84316], [-2.89766, -2.20556, 0.94760], [1.41082, -1.41201, 0.72163], [-7.46692, -0.45900, -4.70415], [4.08825, -3.33235, 2.51697], [-5.62355, 0.40194, -2.79574], [3.39339, -2.71893, 1.49507], [1.22325, 4.31875, -1.96569], [3.75567, 0.55624, 3.25960], [1.89077, 0.18380, -3.69110], [2.91965, 0.98907, 2.24022], [3.20003, 4.39387, -0.60506], [2.36833, -2.86691, 4.04305], [0.56076, -0.57416, -3.76413], [2.39436, 0.14699, -4.65801], [-8.15280, -0.81304, -5.45685], [-7.16383, 1.56831, -2.17914], [3.94604, 0.15236, 5.36061], [3.81793, -2.64895, 0.50344], [3.28419, 0.98904, 1.21975], [2.55445, -0.26374, -2.94609], [-0.59449, 1.21058, -4.27251], [-1.11840, 2.61544, 2.85332], [0.62443, -1.36326, -1.87897], [0.65609, -1.84440, 3.28523], [-1.61169, -0.06510, 2.87133], [-0.14778, -2.53405, -4.33803], [2.95338, 5.50268, -2.42376], [1.51623, -2.52088, -3.72401], [1.17335, -1.91080, -5.34427], [-0.35750, 3.06818, -1.26455], [3.18048, 3.21232, 1.17392], [-5.78688, -1.66424, -5.33151], [0.16088, 1.65753, 4.10192], [-3.82798, -3.74667, 1.95305], [-3.70074, -3.91399, 0.23920], [-1.41464, -0.32550, -4.61561], [4.77200, 0.26362, 3.02711], [-0.54778, 3.95744, 1.88587], [-3.13088, -1.80992, 2.95187], [1.62063, 0.83472, 5.87038], [4.18668, -3.88161, 4.59607], [-8.80676, 0.92067, -3.72746], [0.68332, 0.95180, -1.67330], [0.66220, 4.65215, -2.82930], [-0.09092, 0.24746, -5.64806], [4.19052, 4.78289, -0.40794], [1.75687, 1.24260, -3.44780], [-2.93762, 0.42559, 1.99016], [-0.89940, 0.96127, -2.13467]], "forces_ev_per_angstrom": [[-0.192, -0.242, -0.181], [0.051, 0.063, 0.072], [0.001, 0.007, -0.090], [0.030, 0.019, 0.082], [-0.319, -0.167, -0.067], [0.085, -0.114, 0.213], [0.408, 0.240, -0.358], [-0.236, 0.207, -0.002], [0.087, -0.364, 0.110], [0.038, 0.018, -0.268], [0.175, 0.120, 0.139], [-0.146, 0.171, 0.163], [0.056, -0.083, 0.001], [0.333, 0.754, -0.023], [-0.021, 0.034, 0.014], [-0.008, 0.000, 0.141], [-0.015, 0.056, 0.071], [-0.006, -0.075, -0.069], [-0.106, 0.099, 0.047], [-0.078, 0.048, 0.025], [0.023, 0.066, 0.044], [-0.004, -0.007, 0.012], [0.026, -0.047, -0.010], [-0.012, 0.090, 0.031], [-0.003, 0.016, -0.033], [-0.055, -0.032, -0.009], [0.013, 0.000, 0.013], [0.033, 0.025, -0.012], [-0.019, 0.011, -0.067], [0.114, -0.008, 0.043], [0.053, -0.011, 0.011], [0.040, 0.029, 0.025], [0.100, -0.308, -0.207], [-0.017, 0.098, 0.105], [0.032, -0.021, 0.035], [-0.019, 0.040, -0.009], [0.011, 0.007, -0.015], [0.121, 0.066, 0.037], [-0.012, -0.023, -0.013], [-0.356, -0.317, 0.343], [-0.008, -0.058, -0.074], [0.112, -0.035, -0.014], [0.022, -0.093, -0.124], [0.024, 0.019, -0.035], [0.012, -0.008, 0.020], [0.000, -0.021, -0.021], [0.053, 0.009, -0.002], [-0.020, -0.108, -0.015], [-0.008, -0.006, -0.002], [-0.168, -0.222, 0.086], [-0.048, -0.009, 0.053], [-0.016, 0.017, 0.010], [0.020, 0.000, 0.008], [-0.001, -0.023, -0.029], [-0.010, 0.002, -0.015], [-0.009, 0.006, 0.019], [-0.008, -0.012, 0.020], [-0.018, -0.001, -0.033], [0.000, -0.032, -0.003], [0.002, -0.042, 0.018], [-0.085, 0.115, -0.080], [0.015, 0.005, 0.002], [0.024, -0.019, -0.064], [0.019, 0.020, -0.004], [-0.006, -0.007, 0.007], [-0.028, 0.021, -0.015], [-0.008, -0.009, 0.013], [-0.016, -0.010, 0.005], [-0.036, 0.036, -0.056], [0.010, 0.011, 0.019], [-0.007, 0.001, -0.004], [-0.012, 0.003, 0.002], [-0.008, 0.011, 0.017], [0.023, 0.008, 0.008], [-0.015, -0.014, 0.002], [0.006, 0.037, 0.021], [-0.014, 0.013, -0.075], [0.006, -0.012, -0.020], [-0.006, 0.000, -0.012], [0.006, -0.007, -0.003], [-0.039, -0.016, -0.022], [0.009, -0.008, 0.013], [-0.004, 0.008, 0.018], [-0.015, -0.003, -0.005], [-0.001, -0.026, 0.002], [0.029, 0.015, 0.036], [0.017, -0.018, -0.015]], "lowdin_charge": [0.455, 0.810, 0.627, 1.101, 0.071, 0.104, 0.076, 0.126, 0.110, 0.102, -0.210, -0.289, -0.046, -0.345, -0.050, 0.013, 0.051, 0.128, -0.352, 0.066, -0.025, -0.061, -0.036, -0.093, -0.321, 0.066, -0.327, -0.101, -0.035, -0.117, -0.081, -0.070, -0.647, -0.065, 0.098, -0.064, -0.064, -0.186, -0.771, -0.560, -0.047, -0.098, -0.863, 0.091, -0.059, -0.058, -0.034, -0.109, -0.057, -0.112, -0.622, 0.093, 0.107, 0.133, 0.117, 0.140, 0.114, 0.086, 0.075, 0.087, 0.084, 0.123, 0.122, 0.089, 0.112, 0.089, 0.091, 0.101, 0.097, 0.116, 0.092, 0.121, 0.113, 0.091, 0.118, 0.117, 0.165, 0.116, 0.139, 0.135, 0.069, 0.114, 0.092, 0.113, 0.071, 0.134, 0.101]}